1.
Entry from the OMol25 dataset: C6H7NO as an isolated structure (wB97M-V/def2-TZVPD).

Atoms and positions in Å:
C -0.878 -0.626 -0.140
C -0.013 0.293 -1.123
C -0.239 1.649 -0.293
C 0.232 -0.377 1.044
C 1.577 -0.893 0.303
C 1.324 -0.322 -0.853
H -0.504 0.479 -2.045
H -1.550 1.805 -0.186
H 0.388 2.606 -0.449
H 0.580 1.381 1.851
H 0.042 -0.605 2.204
H 2.287 -2.047 0.381
H 1.733 -0.521 -1.946
N 0.081 1.035 0.999
O -1.944 -1.085 -0.054

- E_tot (hartree) = -362.6203
- LUMO (eV) = 0.856
- multiplicity = 1
- HOMO (Eh) = -0.2973
- relative energy (zero: lowest compared OMol25 entry of this formula, charge and spin) (kcal per mole) = 121.24
- HOMO-LUMO gap (eV) = 8.9462

Here are the Mulliken charges for atoms 1 to 4, given in e:
1. C 0.18
2. C -0.20
3. C -0.53
4. C -0.01

2.
Entry from the OMol25 dataset: C6H7NO as an isolated structure (wB97M-V/def2-TZVPD).

Atoms and positions in Å:
C -0.183 0.727 -1.194
C -0.663 -0.616 -0.677
C -1.341 0.177 0.376
C -0.067 1.150 0.411
C 1.081 0.280 0.934
C 0.556 -0.997 0.189
H -1.271 -1.398 -1.446
H -1.725 -0.310 1.348
H -2.086 0.525 -0.332
H -0.059 2.263 0.679
H 1.417 -0.104 1.990
H 2.082 -0.356 -0.858
H 0.578 -2.028 0.737
N 1.921 -0.621 0.067
O -0.240 1.310 -2.225

- E_tot (hartree) = -362.6378
- LUMO (eV) = 0.987
- multiplicity = 1
- HOMO (Eh) = -0.3454
- relative energy (zero: lowest compared OMol25 entry of this formula, charge and spin) (kcal per mole) = 110.24
- HOMO-LUMO gap (eV) = 10.3862

Here are the Mulliken charges for atoms 1 to 4, given in e:
1. C 0.06
2. C -0.05
3. C -0.63
4. C -0.09

3.
Entry from the OMol25 dataset: one molecule with the formula C6H7NO (wB97M-V/def2-TZVPD).

Atoms and positions in Å:
C -2.435 -0.866 0.404
C -1.406 0.109 -0.532
N -0.913 1.432 0.225
C 0.572 1.000 -0.168
C 1.814 0.682 0.261
O 2.070 -0.593 0.080
C 0.992 -1.221 -0.233
C 0.023 -0.273 -0.328
H -2.012 -0.856 1.560
H -3.599 -0.561 0.513
H -2.319 -1.884 -0.098
H -1.908 0.300 -1.456
H -1.563 2.362 -0.181
H 2.558 1.180 0.844
H 1.319 -2.412 0.179

- E_tot (hartree) = -362.5720
- LUMO (eV) = 0.791
- multiplicity = 1
- HOMO (Eh) = -0.3120
- relative energy (zero: lowest compared OMol25 entry of this formula, charge and spin) (kcal per mole) = 151.51
- HOMO-LUMO gap (eV) = 9.2809

Here are the Mulliken charges for atoms 1 to 4, given in e:
1. C -0.98
2. C -0.04
3. N -0.48
4. C -0.04

4.
Entry from the OMol25 dataset: one molecule with the formula C6H7NO (wB97M-V/def2-TZVPD).

Atoms and positions in Å:
C 2.418 0.305 -0.043
C 1.892 -0.906 0.081
O 0.651 -0.938 -0.077
C 0.202 0.365 -0.123
N -1.086 0.765 -0.168
C -1.861 -0.113 0.710
C -2.023 -0.290 -0.620
C 1.308 1.220 -0.042
H 3.494 0.508 0.003
H 2.344 -1.827 -0.126
H -2.803 0.160 1.189
H -1.291 -0.693 1.347
H -3.023 0.231 -0.929
H -1.530 -1.081 -1.268
H 1.309 2.294 0.065

- E_tot (hartree) = -362.6913
- LUMO (eV) = 1.047
- multiplicity = 1
- HOMO (Eh) = -0.2980
- relative energy (zero: lowest compared OMol25 entry of this formula, charge and spin) (kcal per mole) = 76.67
- HOMO-LUMO gap (eV) = 9.1558

Here are the Mulliken charges for atoms 1 to 4, given in e:
1. C -0.26
2. C -0.43
3. O -0.27
4. C 0.48

5.
Entry from the OMol25 dataset: a 2-piece molecular cluster, C6H7NO2 overall (wB97M-V/def2-TZVPD).

Atoms and positions in Å:
C -2.086 0.141 -1.714
C -2.073 0.407 -0.545
C 2.197 -0.464 0.321
C -1.021 0.134 1.602
C -1.836 0.778 0.809
C 1.504 -0.468 -0.913
N 0.573 0.151 -1.532
O 1.935 -1.547 1.165
O 3.056 0.343 0.592
H -1.917 0.016 -2.743
H -0.862 0.341 2.675
H -0.218 -0.517 1.297
H -2.544 1.476 1.230
H 0.349 -0.111 -2.490
H 0.124 1.132 -1.237
H 2.819 -1.811 1.484

- E_tot (hartree) = -437.8711
- LUMO (eV) = 0.435
- multiplicity = 1
- HOMO (Eh) = -0.3064
- relative energy (zero: lowest compared OMol25 entry of this formula, charge and spin) (kcal per mole) = 123.41
- HOMO-LUMO gap (eV) = 8.7714

Here are the Mulliken charges for atoms 1 to 4, given in e:
1. C 0.10
2. C -0.04
3. C 0.67
4. C -0.34

6.
Entry from the OMol25 dataset: a 2-piece molecular cluster, C6H7NO2S2 overall (wB97M-V/def2-TZVPD).

Atoms and positions in Å:
C 0.667 -0.104 -2.621
C 0.564 0.857 -1.595
C -0.166 -1.155 -2.434
C -0.278 0.486 -0.624
C 1.224 -0.577 2.032
C 0.156 -1.455 2.412
N 1.995 0.165 1.648
O -1.020 2.845 -0.060
O -1.570 1.066 1.616
S -0.985 -1.036 -0.864
S -0.443 1.609 0.896
H 1.097 -0.053 -3.609
H 1.244 1.659 -1.376
H -0.240 -2.108 -2.947
H 0.674 -2.384 2.565
H -0.369 -1.229 3.437
H -0.615 -1.402 1.697
H -1.936 2.815 -0.175

- E_tot (hartree) = -1234.3599
- LUMO (eV) = 0.564
- multiplicity = 1
- HOMO (Eh) = -0.3416
- relative energy (zero: lowest compared OMol25 entry of this formula, charge and spin) (kcal per mole) = 29.28
- HOMO-LUMO gap (eV) = 9.8593

Here are the Mulliken charges for atoms 1 to 4, given in e:
1. C -0.56
2. C -0.32
3. C -0.32
4. C 0.20

7.
Entry from the OMol25 dataset: C6H7NO3 as an isolated structure (wB97M-V/def2-TZVPD).

Atoms and positions in Å:
O 2.435 -0.301 -0.454
C 1.207 0.262 -0.782
C 0.342 -0.434 -1.895
C 0.148 -1.602 -0.866
C 0.011 -0.323 0.024
C -0.277 -0.270 1.491
N -0.525 0.943 2.010
C -0.830 0.168 -1.158
O -1.891 0.684 -1.357
H 3.097 -0.018 -1.091
H 1.269 1.359 -0.842
H 0.541 -0.494 -2.967
H -0.742 -2.230 -0.977
H 1.050 -2.187 -0.667
O -0.648 -1.277 2.100
H 0.192 1.653 1.954
H -1.358 0.966 2.639

- E_tot (hartree) = -513.2253
- LUMO (eV) = 0.414
- multiplicity = 1
- HOMO (Eh) = -0.3538
- relative energy (zero: lowest compared OMol25 entry of this formula, charge and spin) (kcal per mole) = 55.12
- HOMO-LUMO gap (eV) = 10.0405

Here are the Mulliken charges for atoms 1 to 4, given in e:
1. O -0.56
2. C 0.04
3. C -0.61
4. C -0.44

8.
Entry from the OMol25 dataset: one molecule with the formula C6H7NO3 (wB97M-V/def2-TZVPD).

Atoms and positions in Å:
C 1.225 -0.363 0.030
C 0.701 -1.537 0.501
C 0.902 1.860 -0.638
C -1.117 -0.281 0.390
C 1.183 -2.920 0.807
C -1.379 2.671 -0.887
N 0.376 0.621 -0.065
O -2.200 0.182 0.353
O -0.661 -1.428 0.677
O 0.075 2.764 -1.024
H 2.305 -0.154 -0.045
H 1.525 -2.876 1.828
H 2.088 -3.172 0.202
H 0.271 -3.466 0.621
H -1.800 3.673 -1.404
H -1.804 2.580 0.130
H -1.691 1.846 -1.477

- E_tot (hartree) = -513.1549
- LUMO (eV) = 0.751
- multiplicity = 1
- HOMO (Eh) = -0.3003
- relative energy (zero: lowest compared OMol25 entry of this formula, charge and spin) (kcal per mole) = 99.27
- HOMO-LUMO gap (eV) = 8.9233

Here are the Mulliken charges for atoms 1 to 4, given in e:
1. C 0.03
2. C 0.22
3. C -0.32
4. C 0.60

9.
Entry from the OMol25 dataset: C6H7NO3S as an isolated structure (wB97M-V/def2-TZVPD).

Atoms and positions in Å:
C 1.571 -1.510 1.291
C 0.681 -0.463 0.882
C 1.398 -2.698 0.700
C -0.089 -0.902 -0.148
C -1.090 1.279 -0.949
C -1.226 -0.164 -0.848
N -3.783 -0.355 0.122
O -4.037 -0.105 -1.012
O -4.557 -0.561 1.022
O -2.504 -0.484 0.491
S 0.174 -2.578 -0.608
H 2.106 -1.451 2.115
H 0.442 0.395 1.415
H 2.119 -3.543 0.916
H -0.996 1.676 0.082
H -2.077 1.732 -1.317
H -0.184 1.490 -1.638
H -1.658 -0.902 -1.578

- E_tot (hartree) = -911.2866
- LUMO (eV) = -0.317
- multiplicity = 1
- HOMO (Eh) = -0.3536
- relative energy (zero: lowest compared OMol25 entry of this formula, charge and spin) (kcal per mole) = 104.70
- HOMO-LUMO gap (eV) = 9.3055

Here are the Mulliken charges for atoms 1 to 4, given in e:
1. C -0.64
2. C -0.38
3. C -0.34
4. C 0.49

10.
Entry from the OMol25 dataset: a 2-piece molecular cluster, C6H7NS overall (wB97M-V/def2-TZVPD).

Atoms and positions in Å:
C -1.165 -2.794 0.154
C -0.575 -1.820 -0.256
C 0.168 -0.677 -0.706
C -0.496 0.538 -1.340
C 1.531 -0.428 0.009
S 1.719 -1.219 -1.549
H -1.815 -3.462 0.649
H -1.078 0.295 -2.213
H 0.386 1.205 -1.599
H -1.259 0.907 -0.646
H 1.893 0.566 0.162
H 1.684 -1.124 0.857
C -0.281 2.759 2.168
N -0.061 2.177 1.200
H -0.651 3.077 3.111

- E_tot (hartree) = -685.6363
- LUMO (eV) = 0.819
- multiplicity = 1
- HOMO (Eh) = -0.3137
- relative energy (zero: lowest compared OMol25 entry of this formula, charge and spin) (kcal per mole) = 83.84
- HOMO-LUMO gap (eV) = 9.3563

Here are the Mulliken charges for atoms 1 to 4, given in e:
1. C 0.23
2. C -1.04
3. C 0.98
4. C -1.19